Record 1
# C77H190N14O17

A 14-piece molecular cluster, C77H190N14O17 overall (ωB97M-V with the def2-TZVPD basis set, the Open Molecules 2025 dataset).

Structure (XYZ):
```
298
Properties=species:S:1:pos:R:3:mulliken_charge:R:1
C -2.930 3.886 3.872 -0.76
C -1.608 3.515 4.530 2.37
C -1.055 4.507 5.537 -1.19
O -0.973 5.857 5.107 -0.14
C -0.441 6.653 6.136 -0.98
N -1.827 2.226 5.201 -0.68
H -3.423 3.059 3.365 0.30
H -2.715 4.675 3.146 -0.37
H -3.685 4.298 4.548 0.44
H -0.851 3.327 3.767 -1.28
H -0.042 4.156 5.798 0.38
H -1.544 4.501 6.522 0.48
H -0.220 7.627 5.691 0.26
H 0.517 6.265 6.496 0.41
H -1.182 6.845 6.919 0.32
H -0.995 1.858 5.658 0.22
H -2.518 2.265 5.944 0.28
C -4.387 -0.237 3.547 -1.51
C -3.034 -0.921 3.645 0.34
C -2.813 -2.240 2.876 1.58
O -3.739 -3.264 3.137 -0.39
C -3.754 -3.705 4.472 -0.78
N -2.012 0.044 3.194 0.14
H -5.187 -0.951 3.755 0.42
H -4.637 0.189 2.574 0.00
H -4.421 0.603 4.243 0.37
H -2.828 -1.182 4.692 0.57
H -1.785 -2.603 2.993 0.27
H -2.865 -1.950 1.822 -1.52
H -2.808 -4.181 4.751 0.23
H -4.550 -4.428 4.643 0.31
H -3.940 -2.923 5.214 0.32
H -1.091 -0.343 3.394 -0.12
H -2.064 0.869 3.809 -0.62
C 1.473 1.229 -5.080 -0.11
C 1.805 1.489 -6.535 0.18
C 0.587 1.974 -7.336 -0.74
O -0.455 1.004 -7.294 -0.25
C -0.283 -0.140 -8.124 -0.66
N 2.803 2.596 -6.507 -0.68
H 0.658 0.489 -5.099 0.45
H 1.097 2.127 -4.596 -0.56
H 2.162 0.646 -4.469 0.35
H 2.296 0.630 -6.993 0.29
H 0.815 2.202 -8.386 0.42
H 0.161 2.897 -6.940 0.16
H -0.477 0.200 -9.148 0.28
H -1.094 -0.805 -7.838 0.18
H 0.714 -0.570 -8.020 0.30
H 2.802 3.026 -7.430 0.29
H 2.460 3.305 -5.865 0.15
C 6.023 -6.583 0.821 -1.52
C 5.976 -5.248 1.552 0.01
C 4.855 -4.358 0.967 1.72
O 5.138 -4.057 -0.362 -0.54
C 4.259 -3.155 -0.982 0.66
N 5.801 -5.508 2.976 -0.70
H 5.867 -6.484 -0.254 0.34
H 5.314 -7.363 1.132 0.29
H 6.951 -7.127 1.019 0.35
H 6.883 -4.696 1.296 0.50
H 4.648 -3.518 1.645 -0.98
H 3.891 -4.907 0.977 -0.51
H 4.668 -2.703 -1.886 0.31
H 3.935 -2.397 -0.263 -0.37
H 3.382 -3.687 -1.377 -0.19
H 4.948 -6.058 3.116 0.44
H 5.591 -4.602 3.392 0.21
C 1.864 -5.217 4.753 -1.04
C 1.752 -6.342 3.751 0.17
C 0.960 -5.883 2.542 -0.21
O -0.351 -5.478 2.835 -0.40
C -1.182 -5.483 1.683 0.44
N 3.099 -6.732 3.317 -0.44
H 0.882 -4.996 5.179 0.39
H 2.261 -4.279 4.355 -0.20
H 2.547 -5.447 5.575 0.39
H 1.260 -7.204 4.216 0.19
H 0.956 -6.740 1.847 0.72
H 1.491 -5.097 1.983 -0.19
H -0.645 -5.287 0.753 -0.21
H -1.933 -4.694 1.753 -0.68
H -1.717 -6.433 1.627 0.57
H 3.051 -7.139 2.385 0.14
H 3.473 -7.444 3.933 0.32
C 5.204 1.391 0.794 0.13
C 5.215 2.799 1.363 2.89
C 5.234 2.943 2.875 -1.44
O 4.174 2.171 3.400 0.37
C 4.200 2.220 4.821 -1.27
N 6.305 3.543 0.710 -0.50
H 6.103 0.797 1.004 0.64
H 5.223 1.418 -0.297 -0.16
H 4.358 0.824 1.183 -0.87
H 4.281 3.256 1.015 -1.98
H 5.153 4.019 3.072 0.24
H 6.198 2.589 3.266 0.67
H 3.777 3.184 5.125 0.23
H 5.208 2.173 5.242 0.46
H 3.612 1.400 5.229 0.22
H 7.048 2.930 0.388 0.30
H 6.810 4.088 1.409 0.32
C 2.268 -3.301 -4.434 -1.34
C 1.619 -4.670 -4.631 0.51
C 0.976 -5.191 -3.333 0.55
O 1.993 -5.678 -2.490 -0.57
C 1.595 -5.775 -1.136 0.00
N 0.603 -4.556 -5.679 -0.56
H 2.824 -3.127 -3.516 -0.13
H 1.524 -2.505 -4.550 0.39
H 2.942 -3.123 -5.279 0.56
H 2.412 -5.378 -4.892 0.20
H 0.274 -5.994 -3.586 0.48
H 0.371 -4.374 -2.927 -0.83
H 1.349 -4.786 -0.728 -0.32
H 2.500 -5.991 -0.562 0.35
H 0.806 -6.508 -0.976 0.30
H 0.177 -5.445 -5.894 0.21
H 1.030 -4.101 -6.473 0.23
C 4.661 3.093 -1.686 -1.70
C 3.931 3.535 -2.941 2.19
C 2.963 4.654 -2.651 0.30
O 2.233 5.084 -3.783 -0.57
C 0.853 4.719 -3.718 -0.32
N 4.982 3.940 -3.895 -0.75
H 5.090 2.094 -1.765 0.53
H 3.982 3.051 -0.824 -0.78
H 5.468 3.760 -1.374 0.68
H 3.415 2.660 -3.351 -0.66
H 3.482 5.517 -2.213 0.68
H 2.301 4.415 -1.803 -0.79
H 0.472 5.437 -2.981 0.50
H 0.676 3.702 -3.366 -0.34
H 0.373 4.912 -4.676 0.41
H 5.613 4.546 -3.377 0.37
H 4.536 4.544 -4.584 0.38
C -6.467 -0.206 -5.051 -0.83
O -5.276 -0.719 -4.512 0.08
C -5.158 -2.118 -4.653 -0.64
C -3.859 -2.570 -4.004 0.36
N -3.833 -4.023 -3.882 -0.32
C -2.706 -4.467 -3.071 1.06
C -2.905 -5.942 -2.670 -0.81
O -1.847 -6.235 -1.780 0.26
C -1.954 -7.524 -1.237 -0.97
H -6.505 0.863 -4.858 0.14
H -7.338 -0.632 -4.527 0.31
H -6.586 -0.519 -6.094 0.34
H -5.128 -2.412 -5.709 0.31
H -5.994 -2.642 -4.178 0.24
H -3.798 -2.107 -3.008 -0.66
H -3.018 -2.229 -4.610 0.55
H -4.630 -4.271 -3.292 -0.13
H -2.640 -3.871 -2.155 -0.72
H -1.756 -4.469 -3.609 0.16
H -2.743 -6.590 -3.542 0.33
H -3.913 -6.095 -2.267 -0.05
H -1.126 -7.563 -0.528 0.20
H -1.837 -8.343 -1.959 0.31
H -2.893 -7.747 -0.717 0.30
C 4.457 -4.448 7.857 -0.75
O 4.906 -3.313 7.137 -0.31
C 5.945 -3.640 6.210 -0.54
C 6.111 -2.508 5.205 -0.92
N 5.060 -2.443 4.202 0.52
C 4.739 -1.145 3.678 -1.23
C 3.342 -1.153 3.045 0.98
O 2.349 -1.618 3.938 -0.63
C 1.120 -1.890 3.301 -0.10
H 4.463 -5.356 7.247 0.30
H 3.426 -4.269 8.157 0.26
H 5.091 -4.624 8.729 0.30
H 5.658 -4.598 5.777 0.30
H 6.904 -3.656 6.740 0.39
H 7.042 -2.719 4.660 0.44
H 6.335 -1.530 5.651 0.52
H 4.195 -2.840 4.553 -0.17
H 5.391 -0.776 2.877 0.29
H 4.811 -0.379 4.464 0.43
H 3.304 -1.755 2.129 -0.31
H 3.106 -0.127 2.737 0.12
H 1.061 -2.912 2.911 -0.20
H 0.968 -1.228 2.441 -0.02
H 0.314 -1.750 4.017 0.38
C -8.598 -4.300 -5.383 -0.84
O -8.100 -4.301 -4.065 -0.35
C -7.300 -5.446 -3.833 -0.52
C -7.005 -5.553 -2.365 -0.95
N -6.268 -4.349 -1.933 0.15
C -5.851 -4.474 -0.546 -1.79
C -5.224 -3.239 0.031 1.14
O -6.176 -2.178 0.005 -0.60
C -5.551 -0.920 0.092 -0.26
H -7.769 -4.259 -6.093 0.32
H -9.217 -3.415 -5.556 0.26
H -9.330 -5.109 -5.500 0.36
H -6.357 -5.419 -4.391 0.22
H -7.881 -6.323 -4.145 0.61
H -6.488 -6.466 -2.068 0.41
H -7.963 -5.574 -1.826 0.45
H -6.970 -3.612 -1.908 0.28
H -5.118 -5.285 -0.455 0.35
H -6.667 -4.765 0.137 0.61
H -4.417 -3.008 -0.681 -0.42
H -4.882 -3.279 1.064 0.10
H -5.242 -0.574 -0.906 0.17
H -4.607 -0.977 0.640 -0.16
H -6.197 -0.134 0.480 0.52
C 0.471 1.640 1.398 -0.95
C 0.422 0.935 0.023 2.59
C 1.864 0.520 -0.244 0.61
C 1.979 -0.499 -1.389 -0.52
C 0.984 -1.637 -1.231 0.87
C -0.476 -1.210 -0.924 2.31
N -0.475 -0.214 0.149 1.08
O -1.797 0.206 0.426 2.45
C -1.109 -0.739 -2.243 -0.58
C -1.163 -2.478 -0.456 0.18
C -0.023 1.986 -1.016 0.20
H 0.545 0.855 2.154 -0.33
H -0.379 2.293 1.610 -0.14
H 1.356 2.273 1.494 -0.27
H 2.503 1.364 -0.508 0.00
H 2.307 0.065 0.649 -0.68
H 2.986 -0.926 -1.391 0.71
H 1.890 0.032 -2.340 -1.75
H 1.312 -2.352 -0.468 -0.50
H 1.003 -2.224 -2.152 -0.64
H -1.377 -1.638 -2.806 -0.02
H -2.011 -0.140 -2.095 -0.06
H -0.503 -0.180 -2.960 -0.67
H -0.806 -2.719 0.549 -0.27
H -2.254 -2.445 -0.418 -0.36
H -0.981 -3.360 -1.072 -0.35
H -0.182 1.605 -2.026 -0.59
H 0.635 2.840 -1.180 -0.23
H -1.008 2.276 -0.646 -0.71
H -1.825 0.219 1.412 -1.05
C -5.673 6.547 -0.825 -1.87
C -4.444 5.647 -0.846 2.05
C -4.466 4.751 0.408 -2.22
C -3.550 3.529 0.315 1.92
C -3.872 2.741 -0.943 -0.51
C -3.796 3.531 -2.246 2.45
N -4.514 4.802 -2.048 0.30
O -4.564 5.601 -3.217 -0.50
C -2.369 3.709 -2.727 -0.73
C -4.587 2.709 -3.303 -2.74
C -3.124 6.442 -0.805 -1.65
H -6.023 6.665 0.207 0.40
H -6.512 6.064 -1.324 0.38
H -5.471 7.567 -1.148 0.33
H -4.169 5.366 1.259 0.58
H -5.502 4.429 0.551 0.48
H -3.687 2.842 1.152 -0.08
H -2.488 3.792 0.292 -1.12
H -4.742 2.087 -0.816 0.44
H -3.152 1.913 -1.024 -0.79
H -1.887 2.795 -3.097 0.50
H -2.294 4.248 -3.678 0.64
H -1.705 4.110 -1.964 -0.72
H -4.694 3.270 -4.235 0.54
H -3.911 1.901 -3.587 0.32
H -5.568 2.435 -2.927 0.51
H -3.103 7.227 -1.563 0.53
H -2.282 5.786 -1.021 0.04
H -2.924 6.877 0.176 0.34
H -5.444 5.408 -3.558 0.37
C 0.293 5.218 0.532 0.16
C 0.662 6.341 1.486 1.85
C 1.162 5.718 2.819 0.44
C 2.602 5.253 2.825 0.98
C 3.542 6.397 2.443 -1.57
C 3.183 7.026 1.081 1.50
N 1.726 7.244 1.044 0.51
O 1.319 8.129 0.011 -0.49
C 3.935 8.337 0.860 -2.23
C 3.589 6.041 -0.011 -1.46
C -0.571 7.178 1.806 -2.19
H -0.394 4.546 1.049 -0.58
H 1.184 4.686 0.201 -0.41
H -0.255 5.596 -0.336 0.06
H 1.035 6.416 3.645 0.52
H 0.613 4.792 3.011 -0.89
H 2.818 4.429 2.139 -1.01
H 2.919 4.828 3.781 0.03
H 4.545 5.971 2.342 0.37
H 3.604 7.196 3.188 0.43
H 3.751 8.711 -0.146 0.39
H 3.568 9.089 1.565 0.48
H 5.009 8.237 1.010 0.39
H 4.649 6.073 -0.265 0.70
H 3.298 5.020 0.236 -0.44
H 3.008 6.247 -0.915 0.55
H -1.087 7.544 0.917 0.55
H -0.334 8.018 2.461 0.54
H -1.318 6.555 2.308 -0.04
H 1.148 8.942 0.500 0.34
```

charge: 0
HOMO: -7.85 eV
calculated total energy: -138587.402 eV

***

Record 2
# C39H33BF15GeN8OsSSb

C39H33BF15GeN8OsSSb as an isolated structure (ωB97M-V with the def2-TZVPD basis set, the Open Molecules 2025 dataset).

Structure (XYZ):
```
100
Properties=species:S:1:pos:R:3:lowdin_spin:R:1
Os 0.475 1.201 -0.367 0.26
C 0.447 5.418 -0.662 0.01
C 0.017 4.159 -1.051 0.01
N 0.642 3.221 -0.320 0.03
N 1.477 3.856 0.526 0.00
C 1.370 5.178 0.345 0.03
B 2.477 3.079 1.445 0.00
N 1.660 2.265 2.449 0.00
C 1.763 2.160 3.784 0.02
C 0.760 1.323 4.239 0.01
C 0.082 0.929 3.090 0.00
N 0.629 1.502 2.020 0.00
N 3.227 2.110 0.495 0.00
C 4.543 1.917 0.342 -0.04
C 4.741 1.009 -0.687 -0.02
C 3.464 0.669 -1.111 -0.01
N 2.562 1.335 -0.386 -0.01
N 3.433 4.050 2.100 0.00
C 4.339 4.869 1.509 0.00
C 4.990 5.581 2.500 0.00
C 4.405 5.139 3.704 0.00
N 3.464 4.283 3.420 0.00
H 0.141 6.366 -1.056 0.00
H -0.679 3.897 -1.832 0.00
H 1.938 5.880 0.919 0.00
H 2.525 2.690 4.329 0.00
H 0.550 1.030 5.247 0.00
H -0.772 0.286 3.009 0.00
H 5.269 2.415 0.954 0.00
H 5.677 0.654 -1.068 0.00
H 3.165 0.003 -1.901 0.00
H 4.470 4.910 0.446 0.00
H 5.720 6.359 2.395 0.00
H 4.608 5.458 4.706 0.00
C -3.236 -1.593 -0.237 0.01
C -3.373 -0.286 0.509 0.00
C -4.816 0.065 0.797 0.00
Sb -2.285 1.345 -0.632 0.09
C -3.079 1.253 -2.787 0.01
C -2.657 2.521 -3.497 0.00
C -4.571 1.038 -2.796 0.00
C -2.938 3.292 0.442 0.02
C -4.402 3.564 0.261 0.01
C -2.482 3.150 1.870 0.00
H -3.523 -2.406 0.430 0.00
H -2.209 -1.771 -0.551 0.01
H -3.886 -1.634 -1.107 0.00
H -2.795 -0.329 1.438 0.00
H -5.364 0.313 -0.110 0.00
H -4.907 0.877 1.513 0.00
H -5.304 -0.803 1.236 0.00
H -2.554 0.383 -3.198 0.00
H -3.078 3.408 -3.025 0.00
H -3.051 2.489 -4.514 0.00
H -1.572 2.606 -3.577 0.00
H -5.106 1.893 -2.391 0.00
H -4.863 0.133 -2.267 0.00
H -4.899 0.916 -3.830 0.00
H -2.346 4.043 -0.085 0.00
H -5.039 2.834 0.750 0.00
H -4.680 3.649 -0.787 0.00
H -4.627 4.529 0.727 0.00
H -2.976 2.319 2.373 0.00
H -2.738 4.054 2.423 0.00
H -1.402 3.017 1.925 0.00
F 1.196 -5.156 -3.173 0.00
C 2.367 -4.738 -2.707 0.00
C 2.360 -3.781 -1.707 0.01
C 3.567 -3.343 -1.195 0.00
F 3.492 -2.416 -0.217 0.00
C 4.784 -3.830 -1.656 0.00
F 5.921 -3.394 -1.143 0.00
C 4.782 -4.800 -2.667 0.00
F 5.919 -5.282 -3.112 0.00
C 3.568 -5.257 -3.197 0.00
F 3.565 -6.178 -4.137 0.00
Ge 0.703 -3.225 -0.772 0.04
S 0.275 -0.997 -0.815 0.45
C 0.861 -3.871 1.099 0.01
C 0.968 -5.244 1.237 0.00
F 1.000 -5.948 0.100 0.00
C 1.015 -5.858 2.485 0.00
F 1.087 -7.166 2.598 0.00
C 0.972 -5.052 3.633 0.00
F 1.004 -5.606 4.824 0.00
C 0.884 -3.663 3.505 0.00
F 0.835 -2.882 4.577 0.00
C 0.827 -3.096 2.237 0.00
F 0.720 -1.762 2.080 0.00
C -0.961 -3.866 -1.635 0.00
C -1.906 -4.656 -1.012 0.00
F -1.710 -4.963 0.276 0.00
C -3.059 -5.071 -1.677 0.00
F -3.978 -5.783 -1.052 0.00
C -3.251 -4.689 -3.008 0.00
F -4.332 -5.067 -3.656 0.00
C -2.314 -3.868 -3.645 0.00
F -2.522 -3.446 -4.881 0.00
C -1.186 -3.472 -2.942 0.00
F -0.271 -2.645 -3.476 0.00
```

spin multiplicity: 2
charge: +3
HOMO (spin up / spin down): -16.02 / -16.01 eV
calculated total energy: -170663.496 eV

***

Record 3
# C4H7N2

An isolated ion of composition C4H7N2 and charge +1 (ωB97M-V with the def2-TZVPD basis set, the Open Molecules 2025 dataset).

Structure (XYZ):
```
13
Properties=species:S:1:pos:R:3:mulliken_charge:R:1
C 0.828 -0.275 -0.202 0.35
C -1.501 0.558 -0.055 0.12
C 3.064 0.387 0.188 -0.45
C -2.781 -0.255 0.042 -1.03
N -0.325 0.075 -0.202 -0.04
N 2.065 -0.458 -0.054 -0.23
H -1.411 1.598 0.168 0.41
H 4.090 0.051 0.134 0.27
H 3.054 1.435 0.099 0.31
H -3.456 -0.334 -0.781 0.33
H -2.644 -1.399 0.107 0.29
H -3.411 0.071 0.815 0.30
H 2.428 -1.455 -0.258 0.34
```

charge: +1
HOMO (spin up / spin down): -12.69 / -12.49 eV
calculated total energy: -7229.956 eV

***

Record 4
# C3H5FN2S

C3H5FN2S as an isolated structure (ωB97M-V with the def2-TZVPD basis set, the Open Molecules 2025 dataset).

Structure (XYZ):
```
12
Properties=species:S:1:pos:R:3:mulliken_charge:R:1
C -0.417 0.041 -0.186 0.31
C 0.821 -0.733 -0.004 0.32
C 1.205 -1.743 0.711 -0.62
H 0.904 2.773 -0.724 0.29
H 1.473 1.568 1.103 0.30
H -1.607 1.719 0.657 0.31
H 2.371 -2.032 0.411 0.23
H 0.535 -2.438 1.304 0.28
N 0.611 2.147 0.448 -0.62
N -0.493 1.436 0.089 -0.19
F 1.838 -0.207 -0.807 -0.27
S -1.919 -0.638 -0.149 -0.35
```

charge: 0
HOMO: -8.68 eV
calculated total energy: -19718.888 eV

***

Record 5
# C3H11N3

C3H11N3 as an isolated structure (ωB97M-V with the def2-TZVPD basis set, the Open Molecules 2025 dataset).

Structure (XYZ):
```
17
Properties=species:S:1:pos:R:3:mulliken_charge:R:1
C 2.408 -0.263 -0.263 -0.87
N 1.082 -0.568 0.235 -0.50
H 1.113 -0.746 1.237 0.14
H -0.366 -1.298 -0.569 0.46
H 2.832 0.674 0.130 0.29
H 2.351 -0.145 -1.350 0.28
H 3.112 -1.079 -0.064 0.30
N -2.138 -0.734 0.497 -0.61
N -0.554 1.528 0.730 -0.45
C -1.203 -0.467 -0.586 -0.49
C -0.234 0.622 -0.264 -0.04
H -2.380 -1.714 0.552 0.21
H -2.995 -0.200 0.393 0.20
H -1.092 1.130 1.492 0.24
H -0.537 2.519 0.549 0.19
H -1.631 -0.344 -1.588 0.28
H 0.232 1.087 -1.130 0.37
```

charge: 0
HOMO: -7.68 eV
calculated total energy: -7757.522 eV

***

Record 6
# C22H25Cl5N2S3SeTi

C22H25Cl5N2S3SeTi as an isolated structure (ωB97M-V with the def2-TZVPD basis set, the Open Molecules 2025 dataset).

Structure (XYZ):
```
59
Properties=species:S:1:pos:R:3:mulliken_charge:R:1
Ti -0.194 0.430 0.087 -0.70
C -1.615 -1.407 0.298 -0.60
C -2.160 -0.471 -0.612 -0.81
C -1.290 -0.397 -1.725 -0.25
C -0.218 -1.302 -1.503 -0.57
C -0.437 -1.940 -0.271 -0.57
H -2.093 -1.772 1.196 0.71
H -3.128 -0.004 -0.529 0.70
H -1.494 0.110 -2.652 0.67
H 0.530 -1.578 -2.229 0.67
H 0.154 -2.744 0.137 0.60
Cl 0.713 2.192 2.033 -0.27
C -0.826 2.759 1.462 1.27
C -1.218 2.203 0.245 -0.61
C -2.309 2.847 -0.361 1.10
Cl -2.804 2.401 -1.950 -0.13
C -2.997 3.889 0.260 -0.32
Cl -4.309 4.652 -0.527 -0.14
C -2.623 4.313 1.542 0.69
Cl -3.501 5.529 2.343 -0.12
C -1.496 3.756 2.148 -0.68
Cl -0.945 4.287 3.677 -0.15
C 2.293 -3.849 3.541 -0.58
C 2.973 -4.143 2.207 -0.76
S 3.275 -2.783 1.010 -0.06
C 3.789 -1.398 2.082 -1.24
C 2.700 -0.343 2.433 -0.82
S 1.008 -0.885 1.991 0.35
C 0.071 -0.742 3.546 -0.77
C 0.368 -1.964 4.436 -0.95
S 0.476 -3.560 3.540 -0.06
H 2.759 -3.012 4.059 0.16
H 2.436 -4.732 4.164 0.49
H 2.408 -4.880 1.636 0.43
H 3.955 -4.564 2.420 0.48
H 4.614 -0.913 1.567 0.53
H 4.195 -1.844 2.987 0.47
H 2.890 0.597 1.920 0.63
H 2.682 -0.145 3.504 0.54
H -0.977 -0.728 3.244 0.44
H 0.302 0.193 4.054 0.56
H -0.425 -2.074 5.174 0.53
H 1.303 -1.834 4.979 0.38
C 3.693 -1.005 -2.469 -0.73
N 2.899 -0.045 -3.222 0.24
C 2.868 0.071 -4.589 -0.41
C 2.043 1.104 -4.885 -0.39
N 1.580 1.607 -3.695 0.26
C 0.698 2.758 -3.546 -0.76
C 2.104 0.894 -2.686 -0.27
Se 1.907 1.289 -0.846 0.18
H 4.064 -1.769 -3.146 0.31
H 3.087 -1.471 -1.696 0.22
H 4.539 -0.506 -1.998 0.34
H 3.427 -0.579 -5.240 0.48
H 1.759 1.516 -5.837 0.49
H 0.239 2.978 -4.505 0.31
H 1.267 3.628 -3.220 0.32
H -0.074 2.544 -2.812 0.23
```

charge: +2
HOMO: -13.50 eV
calculated total energy: -209765.392 eV

***

| no. | molecular weight (Da) |
| --- | --- |
| 1 | 1584.45 |
| 2 | 1326.20 |
| 3 | 83.11 |
| 4 | 120.15 |
| 5 | 89.14 |
| 6 | 717.75 |